Entry from OMol25: C32H51As2BrN2PdSi as an isolated structure (ωB97M-V/def2-TZVPD).

Each line ends with the Löwdin charge.
CARTESIAN COORDINATES (ANGSTROEM)
Pd1 0.080 1.818 -0.358  0.3558
C1 4.672 3.071 -0.644  -0.3298
As1 3.204 1.863 -0.119  1.0929
C2 3.759 0.343 -1.233  -0.3477
C3 1.807 2.595 -1.297  -0.6061
C4 1.756 2.251 -2.684  -0.1613
C5 1.013 2.963 -3.586  -0.1166
C6 0.250 4.067 -3.157  -0.1178
C7 0.245 4.415 -1.833  -0.1484
C8 1.012 3.711 -0.861  -0.5677
As2 1.349 4.533 0.891  1.1021
C9 1.956 6.302 0.267  -0.3346
C10 -0.484 5.076 1.332  -0.3241
H1 4.689 3.189 -1.728  0.0234
H2 5.625 2.666 -0.302  0.0131
H3 4.522 4.045 -0.177  -0.0042
H4 4.204 0.663 -2.175  0.0218
H5 2.889 -0.282 -1.437  -0.0283
H6 4.488 -0.244 -0.675  0.0190
H7 2.336 1.407 -3.037  0.0770
H8 1.010 2.674 -4.630  0.0957
H9 -0.332 4.637 -3.870  0.0945
H10 -0.341 5.273 -1.518  0.0818
H11 1.260 6.725 -0.458  0.0136
H12 2.935 6.202 -0.201  0.0068
H13 2.045 6.978 1.118  0.0121
H14 -0.919 5.704 0.554  0.0140
H15 -0.467 5.632 2.269  0.0167
H16 -1.096 4.183 1.452  -0.0130
C11 -4.358 1.333 -0.397  -0.0602
C12 -4.723 1.002 0.898  -0.0604
C13 -3.776 1.085 1.903  -0.0147
C14 -2.483 1.492 1.585  -0.2292
N1 -2.128 1.780 0.330  0.0483
C15 -3.048 1.714 -0.631  -0.1321
C16 -1.415 1.611 2.623  -0.2486
C17 -1.718 1.751 3.974  -0.0142
C18 -0.677 1.829 4.884  -0.0593
C19 0.627 1.780 4.420  -0.0505
C20 0.836 1.672 3.053  -0.1603
N2 -0.159 1.584 2.177  0.0788
H17 -5.065 1.287 -1.213  0.1081
H18 -5.731 0.678 1.123  0.1101
H19 -4.031 0.817 2.919  0.1073
H20 -2.706 1.981 -1.624  0.1105
H21 -2.743 1.823 4.309  0.1055
H22 -0.883 1.938 5.940  0.1077
H23 1.469 1.838 5.095  0.1053
H24 1.835 1.665 2.629  0.0577
C21 2.354 -3.556 -1.381  -0.0993
C22 0.879 -3.854 -1.685  -0.6253
C23 0.700 -3.618 -3.194  -0.1165
C24 0.625 -5.343 -1.392  -0.0888
Si1 -0.277 -2.741 -0.631  0.4924
Br1 -0.180 -0.690 -1.622  0.5895
C25 -2.130 -3.248 -0.726  -0.6199
C26 -2.514 -3.656 -2.157  -0.1045
C27 -2.426 -4.434 0.207  -0.0866
C28 -3.066 -2.090 -0.348  -0.1221
C29 0.345 -2.464 1.162  -0.6104
C30 0.695 -3.795 1.846  -0.0851
C31 -0.740 -1.764 1.993  -0.1010
C32 1.579 -1.546 1.213  -0.1205
H25 2.978 -4.154 -2.053  0.0897
H26 2.637 -3.814 -0.361  0.0650
H27 2.602 -2.507 -1.553  0.0575
H28 1.378 -4.290 -3.731  0.0869
H29 0.957 -2.596 -3.472  0.0504
H30 -0.308 -3.820 -3.548  0.0579
H31 1.363 -5.943 -1.933  0.0882
H32 -0.361 -5.667 -1.726  0.0637
H33 0.719 -5.587 -0.332  0.0687
H34 -2.014 -4.568 -2.482  0.0625
H35 -2.297 -2.865 -2.878  0.0768
H36 -3.592 -3.847 -2.190  0.0866
H37 -1.798 -5.302 0.000  0.0679
H38 -3.467 -4.744 0.071  0.0882
H39 -2.302 -4.172 1.259  0.0631
H40 -2.928 -1.233 -1.007  0.0396
H41 -2.940 -1.748 0.678  0.0551
H42 -4.103 -2.429 -0.457  0.0894
H43 -0.141 -4.498 1.853  0.0681
H44 0.966 -3.598 2.888  0.0890
H45 1.547 -4.290 1.379  0.0642
H46 -1.604 -2.401 2.184  0.0686
H47 -1.078 -0.851 1.502  0.0479
H48 -0.317 -1.479 2.963  0.0917
H49 2.425 -1.923 0.642  0.0566
H50 1.900 -1.455 2.257  0.0898
H51 1.344 -0.540 0.859  0.0146

Its charge is 0. Its LUMO energy is 0.07 eV. Its HOMO energy is -6.51 eV. The value obtained for the HOMO-LUMO gap is 0.242 Eh.